No. 1
C20H25N2S4W | ωB97M-V/def2-TZVPD

Positions of all 52 atoms, in Å:
W -0.04 0.52 0.02
C -0.93 -2.34 1.72
C 0.48 -2.16 2.25
S 1.01 -0.43 2.04
C 0.28 0.45 3.46
C 0.35 1.93 3.17
S -0.41 2.38 1.58
C -2.20 2.28 1.93
C -2.91 2.32 0.59
S -2.34 0.97 -0.48
C -3.32 -0.46 0.09
C -2.66 -1.71 -0.46
S -0.90 -1.82 -0.03
H -1.65 -1.74 2.28
H -1.25 -3.39 1.75
H 1.22 -2.75 1.71
H 0.56 -2.42 3.31
H 0.88 0.20 4.34
H -0.74 0.10 3.64
H 1.39 2.27 3.09
H -0.12 2.53 3.95
H -2.47 3.13 2.55
H -2.42 1.37 2.47
H -2.72 3.24 0.04
H -3.99 2.23 0.71
H -4.33 -0.35 -0.31
H -3.38 -0.46 1.18
H -2.68 -1.72 -1.55
H -3.16 -2.62 -0.12
C 3.18 -4.06 -1.01
C 2.24 -3.86 -2.02
C 1.62 -2.63 -2.16
C 1.96 -1.62 -1.27
C 2.91 -1.78 -0.27
C 3.52 -3.03 -0.15
N 1.32 -0.31 -1.41
N 1.52 0.23 -2.52
C 1.00 1.51 -2.61
C 1.24 2.22 -3.77
C 0.85 3.57 -3.80
C 0.26 4.12 -2.68
C 0.03 3.36 -1.52
C 0.38 2.02 -1.46
H 3.67 -5.02 -0.92
H 2.00 -4.66 -2.70
H 0.90 -2.45 -2.95
H 3.24 -0.95 0.34
H 4.29 -3.17 0.59
H 1.74 1.76 -4.61
H 1.02 4.17 -4.68
H -0.02 5.17 -2.68
H -0.40 3.88 -0.67

Results
calculated total energy = -69264.5976 eV
orbital gap (spin up / spin down) = 5.61 / 5.60 eV
HOMO (spin up / spin down) = -17.419 / -17.418 eV
net charge = +3

---

No. 2
C20H25N3O2 | ωB97M-V/def2-TZVPD

Positions of all 50 atoms, in Å:
O -0.95 3.12 1.66
O -0.80 -0.06 3.64
C -1.20 2.73 0.53
C -1.88 1.03 -1.09
C -1.40 1.33 0.21
C 2.77 0.88 3.26
C 2.80 1.07 1.86
C 1.63 0.44 3.90
C 1.61 0.87 1.13
C 0.44 0.26 3.18
C 0.45 0.49 1.81
N -2.11 -0.28 -1.48
N -1.95 -2.61 -0.81
N -1.49 -3.34 0.34
C 0.66 -2.90 1.56
C 0.22 3.10 -2.22
C -1.77 4.49 -2.88
C -1.72 0.16 2.53
C -1.48 3.86 -0.48
C -2.14 2.11 -2.11
C -2.12 -1.23 -0.39
C -0.90 0.22 1.22
C -0.78 -2.44 1.24
C -0.86 -1.12 0.45
C -1.26 3.37 -1.91
H 3.70 1.05 3.82
H 3.73 1.42 1.38
H 1.68 0.23 4.96
H 1.63 0.96 0.05
H -1.58 -0.63 -2.28
H -2.85 -3.01 -1.10
H -0.90 -4.13 0.10
H 1.23 -2.04 1.97
H 1.12 -3.27 0.66
H 0.70 -3.72 2.30
H 0.32 2.86 -3.25
H 0.86 3.97 -2.01
H 0.56 2.19 -1.66
H -2.80 4.80 -2.64
H -1.18 5.38 -2.75
H -1.74 4.14 -3.91
H -2.24 1.11 2.68
H -2.46 -0.63 2.55
H -2.52 4.16 -0.37
H -0.81 4.69 -0.26
H -3.22 2.39 -2.08
H -1.96 1.73 -3.12
H -3.04 -1.06 0.26
H -1.28 -2.38 2.20
H -0.04 -1.15 -0.25

Results
calculated total energy = -29710.0264 eV
orbital gap = 8.64 eV
structure (SMILES) = C[C@@H]1NN[C@@H]2NC3=C(C(=O)CC(C)(C)C3)[C@@]3(COc4ccccc43)[C@H]21
HOMO = -8.002 eV
net charge = 0

---

No. 3
C20H25N3O4 | ωB97M-V/def2-TZVPD

Positions of all 52 atoms, in Å:
C -3.35 -3.57 1.85
C -3.89 -2.57 0.83
O -3.49 -2.82 -0.50
C -2.17 -2.45 -0.83
C -1.19 -3.63 -0.81
C 0.20 -3.20 -1.28
N 0.75 -2.16 -0.43
C 0.83 -0.88 -0.82
O 0.63 -0.50 -1.96
C 1.19 0.12 0.30
N 0.28 1.25 0.17
C -1.02 1.08 0.53
O -1.40 0.10 1.16
C -1.94 2.18 0.16
C -3.28 1.91 0.12
N -4.17 2.86 -0.21
C -3.84 4.18 -0.53
O -4.73 4.96 -0.82
C -2.43 4.46 -0.47
C -1.52 3.51 -0.14
H -0.47 3.76 -0.09
H -2.13 5.47 -0.69
H -5.16 2.63 -0.25
H -3.65 0.92 0.35
H 0.49 1.87 -0.60
C 2.63 0.58 0.22
C 3.00 1.82 0.72
C 4.31 2.23 0.66
C 5.29 1.43 0.09
C 4.92 0.18 -0.40
C 3.60 -0.24 -0.34
H 3.33 -1.21 -0.74
H 5.66 -0.46 -0.84
C 6.72 1.87 0.04
H 7.24 1.42 -0.80
H 6.79 2.95 -0.04
H 7.24 1.57 0.95
H 4.58 3.20 1.05
H 2.25 2.46 1.17
H 0.99 -0.33 1.28
H 0.81 -2.38 0.56
H 0.16 -2.77 -2.29
H 0.88 -4.06 -1.28
H -1.12 -4.04 0.19
H -1.56 -4.41 -1.48
H -1.82 -1.66 -0.16
H -2.21 -2.04 -1.85
H -4.98 -2.63 0.80
H -3.60 -1.56 1.13
H -3.50 -4.59 1.50
H -2.29 -3.41 2.03
H -3.88 -3.44 2.79

Results
calculated total energy = -33807.4056 eV
orbital gap = 9.16 eV
structure (SMILES) = CCOCCCNC(=O)[C@H](NC(=O)c1ccc(=O)[nH]c1)c1ccc(C)cc1
HOMO = -8.741 eV
net charge = 0

---

No. 4
C20H25N3O5S | ωB97M-V/def2-TZVPD

Positions of all 54 atoms, in Å:
C 3.57 1.49 1.39
H 3.85 0.52 0.98
H 4.46 2.11 1.43
H 3.21 1.34 2.41
C 2.50 2.16 0.53
C 3.02 2.37 -0.89
H 3.34 1.43 -1.34
H 2.25 2.84 -1.50
H 3.88 3.04 -0.87
H 2.27 3.14 0.95
C 1.18 1.37 0.55
N 1.08 0.29 -0.41
S 1.28 -1.30 -0.04
O 0.90 -1.46 1.34
O 0.57 -2.03 -1.05
C 3.02 -1.67 -0.21
C 3.60 -1.58 -1.46
C 4.95 -1.86 -1.60
C 5.70 -2.21 -0.49
C 5.11 -2.31 0.76
C 3.76 -2.03 0.90
H 3.26 -2.09 1.85
H 5.69 -2.60 1.62
H 6.75 -2.43 -0.60
H 5.42 -1.79 -2.57
H 2.99 -1.33 -2.31
H 1.25 0.54 -1.37
C -0.01 2.31 0.27
O 0.16 3.43 -0.17
N -1.24 1.82 0.50
C -1.62 0.50 0.96
H -0.76 -0.07 1.31
H -2.32 0.63 1.80
C -2.31 -0.27 -0.17
N -3.45 0.48 -0.65
C -4.76 0.18 -0.50
O -5.63 1.01 -0.74
C -5.18 -1.17 -0.09
C -6.45 -1.53 0.28
C -6.42 -2.92 0.53
C -5.14 -3.31 0.28
O -4.38 -2.27 -0.09
H -4.66 -4.27 0.33
H -7.23 -3.54 0.84
H -7.28 -0.87 0.37
C -3.09 1.81 -1.08
C -2.40 2.57 0.05
H -2.06 3.55 -0.29
H -3.10 2.70 0.89
H -4.00 2.32 -1.39
H -2.40 1.73 -1.93
H -2.61 -1.25 0.20
H -1.60 -0.42 -0.99
H 1.06 0.90 1.53

Results
calculated total energy = -46688.7302 eV
orbital gap = 9.13 eV
structure (SMILES) = CC(C)[C@H](NS(=O)(=O)c1ccccc1)C(=O)N1CCN(C(=O)c2ccco2)CC1
HOMO = -8.682 eV
net charge = 0